{"formula": "C6H60N3O25", "method": "wB97M-V/def2-TZVPD", "species": ["O", "O", "O", "O", "O", "O", "O", "O", "O", "O", "O", "O", "O", "O", "O", "O", "O", "O", "O", "O", "O", "O", "O", "O", "O", "N", "N", "N", "C", "C", "C", "C", "C", "C", "H", "H", "H", "H", "H", "H", "H", "H", "H", "H", "H", "H", "H", "H", "H", "H", "H", "H", "H", "H", "H", "H", "H", "H", "H", "H", "H", "H", "H", "H", "H", "H", "H", "H", "H", "H", "H", "H", "H", "H", "H", "H", "H", "H", "H", "H", "H", "H", "H", "H", "H", "H", "H", "H", "H", "H", "H", "H", "H", "H"], "positions_angstrom": [[-1.0568, 3.1674, -3.4199], [-6.2062, 1.5548, -2.3103], [-2.3844, -6.8803, -1.5749], [7.3245, -1.6113, -3.3749], [5.5460, -3.3702, 4.5574], [-0.5904, -2.8090, -2.7580], [3.1742, 6.6803, 3.0845], [-6.9192, -3.5778, 2.9968], [-4.0181, 3.5841, -0.3437], [10.1060, -0.9772, -5.0113], [-3.9344, 0.5075, -0.5633], [-2.1794, -2.6338, 0.5787], [-9.4045, -5.0822, 2.9585], [1.3605, -2.2635, -0.8297], [-1.2492, -1.4210, 3.4044], [4.0507, -1.7473, 2.3583], [7.0182, 3.8960, -3.3704], [-5.3109, -1.7690, 0.8561], [-0.6807, 1.7515, 5.0251], [6.2735, 1.2376, -2.3299], [2.6807, -4.1889, 0.8936], [-8.5810, 1.1880, -1.3373], [-3.6178, 5.7488, 1.7239], [-3.2410, -4.2732, -2.8967], [1.9831, 3.4753, 3.4149], [0.5228, 1.2232, -1.3327], [1.1783, 2.1076, -0.6103], [2.1408, 2.8192, -1.3413], [0.1254, 1.7514, 1.6791], [3.6627, 0.8019, -0.6872], [1.0702, 2.4400, 0.7246], [3.5129, 2.3687, -0.9397], [-0.3661, 0.5421, -0.5159], [-0.6564, 0.6609, 0.9523], [1.8404, 2.6173, 3.8341], [3.4650, -2.3807, 1.9221], [-3.2787, 6.6006, 2.0218], [-6.9048, -3.0456, 3.8005], [0.0383, 1.9806, 2.7863], [10.1058, -0.4614, -4.1954], [-2.3718, -6.3488, -0.7702], [0.7066, -2.1004, -1.5294], [-0.7856, 0.7987, 5.1445], [3.1984, 0.5634, 0.3391], [-1.6469, 2.5451, -3.8617], [-1.8006, -2.1297, 3.7614], [-3.6507, -4.3359, -2.0250], [-1.8334, -2.0429, -0.0992], [3.3936, -4.2160, 0.2447], [-0.7017, -3.7578, -2.6240], [-4.9508, -2.6299, 0.6102], [-2.0312, -6.2899, -2.2510], [3.8108, 2.9702, -0.0087], [7.1754, -2.5351, -3.1443], [5.5337, -4.0022, 5.2856], [3.0717, 5.7290, 3.2002], [-6.5729, -2.9859, 2.3174], [-8.4791, -4.8134, 2.8584], [-1.5367, 2.0395, 4.6834], [-2.1667, -2.0995, 1.3851], [7.0166, 4.4115, -2.5549], [2.0026, 4.0944, 4.1558], [1.8861, -4.0534, 0.3611], [-4.3012, 0.5846, -1.4604], [-3.6565, 3.8704, 0.5065], [-3.0126, 0.7734, -0.6631], [1.9654, 2.7142, -2.3486], [-9.7671, -5.0102, 2.0688], [-6.6103, 1.4892, -1.4394], [-0.9171, 2.7792, -2.5480], [7.3581, 4.5084, -4.0335], [-3.9889, -4.1832, -3.4999], [4.2398, 2.6628, -1.7627], [1.7209, 3.2724, 1.1443], [1.4405, -1.4147, -0.3796], [-6.9554, 1.6412, -2.9058], [-1.4040, -0.0164, 1.4548], [2.3210, 6.9685, 2.7389], [10.4458, -0.3647, -5.6742], [-0.9796, -0.2511, -1.0699], [8.0166, -1.6465, -4.0476], [-4.4089, 5.9759, 1.2190], [6.6752, 1.8712, -2.9413], [-8.9843, 1.1221, -0.4628], [3.0397, 0.1879, -1.4333], [-3.7907, 2.6472, -0.3919], [-9.3337, 1.2748, -1.9349], [6.1337, -3.7734, 3.9073], [4.1932, -2.1257, 3.2360], [6.6525, 0.3873, -2.5909], [4.7359, 0.4297, -0.7007], [-0.3463, -1.7198, 3.5750], [-4.9026, -1.1565, 0.2288], [-1.4460, -2.5214, -3.0996]], "atomic_forces_ev_per_a": [[0.0807, -0.2594, 0.1728], [0.9652, -0.0866, -0.1148], [0.0979, 0.2332, 0.1194], [0.0882, -0.0607, -0.0226], [0.0308, -0.1681, -0.0137], [-0.1345, 0.2795, 0.0809], [-0.2556, -0.1761, -0.0087], [0.2806, 0.1651, 0.0043], [0.3961, -0.1306, 0.2364], [-0.1406, 0.2025, 0.1876], [0.3014, -0.0150, -0.3346], [-0.0470, 0.2659, -0.0031], [0.0625, -0.0543, -0.2214], [-0.2666, 0.4601, 0.0185], [0.0031, -0.0660, 0.0394], [-0.3015, 0.0889, 0.0444], [0.0215, 0.2328, 0.0456], [0.0085, -0.2950, -0.0481], [0.0117, -0.1176, -0.4329], [0.1781, 0.0055, -0.2464], [0.0659, 0.0116, 0.0546], [-0.7377, -0.0717, 0.3414], [-0.1009, 0.1139, -0.0365], [-0.1081, 0.3265, 0.0649], [-0.0649, 0.0212, 0.0928], [-2.3534, -1.2861, 4.0840], [0.8086, 1.4955, 0.6096], [0.6660, -0.1767, 0.3957], [-0.0994, -2.0407, -4.6039], [-1.1286, -0.2334, 0.5641], [-1.5206, -0.8597, 1.9405], [1.7728, -0.2302, 0.2430], [-1.1630, -0.8194, 0.5222], [2.7264, 2.8858, -0.7327], [0.1538, 0.1061, 0.1277], [0.0551, -0.2047, -0.0594], [0.0246, -0.1275, -0.0027], [-0.1130, -0.1313, -0.0372], [0.1363, -0.1829, -1.6216], [0.1004, -0.0792, -0.0464], [0.0399, -0.1776, 0.0001], [0.0576, -0.4062, -0.1203], [-0.0129, 0.0636, 0.0465], [0.8671, 0.1772, -1.2906], [0.0268, 0.1595, -0.0650], [-0.0026, 0.1009, 0.0453], [0.0611, -0.1008, -0.0684], [0.0290, -0.2860, -0.0791], [-0.0719, -0.0156, 0.0614], [-0.0348, 0.0872, -0.0239], [0.0836, 0.1174, 0.0504], [-0.1753, -0.1095, -0.0494], [-0.3632, -0.9758, -1.3112], [-0.0393, 0.1335, 0.0496], [-0.0558, 0.1178, -0.0315], [0.1730, 0.0785, -0.1171], [-0.0651, 0.0747, -0.0489], [-0.1134, 0.1335, 0.1045], [0.0225, 0.0408, 0.2131], [0.0031, -0.2292, 0.0164], [0.0201, -0.1316, -0.0275], [-0.0856, -0.1069, -0.0072], [0.1095, 0.2041, 0.0017], [-0.3365, 0.1622, 0.0644], [-0.0537, 0.2072, -0.1036], [-0.0856, -0.1444, 0.0213], [-0.1991, -0.3257, 0.6381], [-0.0314, -0.0457, 0.1376], [-0.2133, 0.0922, -0.2164], [-0.1171, 0.1474, -0.1691], [-0.0425, -0.1496, -0.0166], [0.1254, -0.1173, -0.0385], [-1.1223, -0.2414, 0.9310], [-0.8360, -1.2278, -1.0222], [0.2873, -0.2121, 0.0855], [0.0924, -0.0538, 0.1162], [1.0185, 0.9178, -0.6330], [0.1269, 0.0782, 0.0318], [-0.0604, -0.1380, -0.0165], [1.1225, 1.2937, 0.6704], [0.0300, 0.0889, -0.1025], [0.0606, -0.0772, 0.0121], [-0.0744, 0.1265, 0.1319], [0.0435, -0.0100, -0.0759], [1.1119, 0.9749, 0.7620], [-0.4595, 0.0944, 0.0061], [0.0750, -0.0091, 0.0470], [-0.0645, 0.1232, 0.0044], [0.1994, -0.0503, -0.0285], [-0.0728, -0.1572, 0.0262], [-1.4801, 0.8237, -0.0207], [-0.0437, -0.0242, -0.1135], [-0.0022, 0.1268, 0.1691], [0.0274, -0.2438, -0.0502]], "lowdin_charge": [-0.052, -0.072, -0.055, -0.049, -0.052, -0.050, -0.047, -0.046, -0.054, -0.054, -0.044, -0.043, -0.075, -0.059, -0.050, -0.079, -0.050, -0.059, -0.053, -0.071, -0.062, -0.048, -0.059, -0.046, -0.055, 0.155, -0.165, 0.023, 0.095, -0.086, 0.054, -0.203, -0.080, 0.049, 0.044, -0.009, 0.044, 0.057, 0.092, 0.041, 0.030, -0.004, 0.036, 0.070, 0.042, 0.066, 0.046, 0.000, 0.049, 0.050, 0.031, 0.011, 0.124, 0.048, 0.045, -0.001, 0.014, -0.013, 0.051, 0.003, 0.052, 0.058, 0.015, 0.052, 0.004, 0.007, 0.146, 0.028, 0.015, -0.012, 0.052, 0.061, 0.118, 0.142, 0.008, 0.033, 0.092, 0.039, 0.045, 0.119, 0.018, 0.049, 0.007, 0.062, 0.079, -0.018, 0.061, 0.049, 0.003, 0.010, 0.083, 0.065, -0.005, 0.041], "total_energy_ev": -62844.6212, "multiplicity": 1, "orbital_gap_ev": 7.18, "total_charge": 1, "lumo_energy_ha": -0.1767}